# C2H9N2

A cluster of 2 separate species, C2H9N2 in total in a non-equilibrium geometry (the ωB97M-V functional and the def2-TZVPD basis, the OMol25 dataset).

Calculated values
Charge = +1
Highest occupied orbital energy = -13.297 eV
Energy above the lowest of the compared OMol25 structures with the same formula, charge and spin = 1.769 eV
DFT total energy = -5192.185 eV
Gap between HOMO and LUMO = 9.65 eV

Geometry (Å):
N: -0.586 0.242 1.763
H: -1.425 -0.324 1.867
H: -0.816 1.167 2.129
H: -0.324 0.124 0.672
H: 0.198 -0.011 2.367
C: 1.137 -1.077 -0.931
C: 0.729 0.154 -1.263
N: -0.623 0.520 -0.868
H: 0.704 -1.541 -0.045
H: 1.708 -1.724 -1.564
H: 1.325 0.931 -1.719
H: -0.754 1.524 -0.963
H: -1.274 0.014 -1.448

Listed below, in e, are the Mulliken charges computed for each atom:
1. N -0.5088
2. H 0.3974
3. H 0.3550
4. H 0.3580
5. H 0.3917
6. C -0.6716
7. C -0.0545
8. N -0.6362
9. H 0.2081
10. H 0.2873
11. H 0.3276
12. H 0.2657
13. H 0.2802

# C20H26N4O2S

The molecule C20H26N4O2S in a non-equilibrium geometry (the ωB97M-V functional and the def2-TZVPD basis, the OMol25 dataset).

Calculated values
Charge = 0
Highest occupied orbital energy = -7.874 eV
Energy above the lowest of the compared OMol25 structures with the same formula, charge and spin = 2.084 eV
DFT total energy = -42052.538 eV
Gap between HOMO and LUMO = 8.38 eV
SMILES = CCc1ccc(NC(=O)CSc2nnc(C3CC3)n2C[C@@H]2CCCO2)cc1

Geometry (Å):
C: 1.933 6.446 -4.156
C: 1.829 4.982 -4.586
C: 1.848 4.078 -3.386
C: 3.047 3.609 -2.867
C: 3.082 2.813 -1.738
C: 1.895 2.472 -1.099
N: 1.838 1.678 0.050
C: 2.841 1.030 0.678
O: 4.015 1.040 0.375
C: 2.350 0.245 1.897
S: 1.573 -1.344 1.448
C: -0.029 -0.807 1.044
N: -0.449 0.430 0.986
N: -1.747 0.403 0.637
C: -2.112 -0.840 0.492
C: -3.446 -1.296 0.115
C: -4.073 -0.731 -1.138
C: -4.580 -0.312 0.199
N: -1.039 -1.668 0.726
C: -0.951 -3.100 0.697
C: -1.256 -3.706 2.080
C: -1.079 -5.233 2.090
C: -2.511 -5.739 1.924
C: -3.292 -4.659 2.667
O: -2.610 -3.443 2.415
C: 0.685 2.938 -1.610
C: 0.668 3.732 -2.739
H: 1.099 6.709 -3.508
H: 1.920 7.102 -5.023
H: 2.857 6.613 -3.606
H: 2.667 4.741 -5.244
H: 0.902 4.836 -5.146
H: 3.975 3.868 -3.357
H: 4.021 2.454 -1.349
H: 0.890 1.509 0.408
H: 1.620 0.805 2.479
H: 3.209 -0.030 2.509
H: -3.648 -2.326 0.369
H: -3.491 -0.019 -1.702
H: -4.673 -1.395 -1.742
H: -4.332 0.680 0.542
H: -5.539 -0.679 0.532
H: -1.662 -3.480 -0.040
H: 0.066 -3.368 0.400
H: -0.606 -3.216 2.817
H: -0.675 -5.553 3.051
H: -0.412 -5.570 1.301
H: -2.792 -5.756 0.870
H: -2.665 -6.728 2.347
H: -3.297 -4.860 3.747
H: -4.322 -4.543 2.325
H: -0.238 2.670 -1.114
H: -0.277 4.086 -3.126

Listed below, in e, are the Mulliken charges computed for each atom:
1. C -1.0497
2. C -0.9918
3. C 0.6274
4. C -0.6671
5. C -0.5263
6. C 0.7063
7. N -0.0030
8. C 0.7637
9. O -0.6530
10. C -0.9352
11. S -0.1466
12. C 0.5329
13. N -0.3727
14. N -0.8631
15. C 0.2689
16. C 0.1918
17. C -0.7154
18. C -0.6691
19. N 0.4402
20. C -1.7659
21. C 0.8238
22. C -0.8100
23. C -0.6246
24. C -0.4896
25. O -0.4295
26. C -0.5573
27. C -0.8183
28. H 0.3217
29. H 0.3483
30. H 0.3213
31. H 0.3516
32. H 0.3474
33. H 0.3583
34. H 0.5102
35. H 0.1020
36. H 0.3781
37. H 0.4367
38. H 0.3211
39. H 0.2586
40. H 0.2832
41. H 0.2702
42. H 0.2629
43. H 0.3119
44. H 0.4313
45. H 0.3131
46. H 0.3402
47. H 0.3735
48. H 0.2450
49. H 0.4028
50. H 0.3081
51. H 0.3213
52. H 0.4447
53. H 0.3696

# C14H40N2NbO

A structure of composition C14H40N2NbO in a non-equilibrium geometry (the ωB97M-V functional and the def2-TZVPD basis, the OMol25 dataset).

Calculated values
Charge = -1
Highest occupied orbital energy = -4.812 eV
DFT total energy = -21738.557 eV
Gap between HOMO and LUMO = 7.33 eV

Geometry (Å):
O: -2.074 -0.934 -0.890
C: -2.203 0.309 -1.576
C: -3.388 1.093 -1.058
Nb: -5.491 0.311 -1.317
H: -2.744 -1.524 -1.250
H: -2.291 0.149 -2.660
H: -1.246 0.821 -1.402
H: -3.357 2.121 -1.456
H: -3.278 1.143 0.043
H: -5.638 0.843 -3.081
H: -6.434 1.886 -1.060
H: -6.061 0.055 0.429
H: -4.796 -1.405 -1.612
H: -7.039 -0.552 -1.827
C: 0.479 -3.708 5.722
C: -0.596 -3.145 4.804
N: -0.188 -1.919 4.145
C: -1.290 -1.214 3.499
C: -1.997 -1.892 2.325
C: 1.044 -2.002 3.377
C: 1.129 -3.050 2.256
H: 0.808 -2.949 6.433
H: 0.082 -4.558 6.278
H: 1.350 -4.058 5.168
H: -1.482 -2.897 5.396
H: -0.912 -3.936 4.103
H: -0.901 -0.246 3.171
H: -2.024 -0.995 4.280
H: -1.399 -1.892 1.417
H: -2.915 -1.357 2.082
H: -2.277 -2.922 2.561
H: 1.866 -2.179 4.076
H: 1.218 -1.008 2.959
H: 0.757 -4.021 2.589
H: 2.171 -3.183 1.957
H: 0.563 -2.761 1.373
C: 1.642 0.275 -2.028
C: 2.731 0.968 -2.829
N: 2.285 2.219 -3.417
C: 3.202 2.768 -4.391
C: 4.584 3.232 -3.908
C: 1.679 3.167 -2.497
C: 2.516 3.628 -1.295
H: 0.742 0.142 -2.628
H: 1.986 -0.708 -1.705
H: 1.369 0.832 -1.132
H: 3.038 0.328 -3.662
H: 3.624 1.083 -2.187
H: 2.696 3.603 -4.883
H: 3.344 2.001 -5.160
H: 4.530 4.161 -3.340
H: 5.235 3.408 -4.767
H: 5.062 2.478 -3.280
H: 0.753 2.726 -2.124
H: 1.375 4.033 -3.090
H: 3.005 2.783 -0.805
H: 1.866 4.101 -0.557
H: 3.286 4.348 -1.570

Listed below, in e, are the Mulliken charges computed for each atom:
1. O -0.3055
2. C 0.3678
3. C -1.3052
4. Nb -0.8140
5. H 0.2047
6. H 0.2835
7. H -0.2153
8. H 0.4665
9. H 0.3171
10. H 0.0017
11. H -0.0151
12. H -0.0164
13. H -0.0404
14. H 0.0519
15. C -1.4245
16. C -0.3225
17. N 0.1201
18. C -0.8523
19. C -0.6694
20. C -0.7102
21. C -0.8876
22. H 0.3325
23. H 0.4352
24. H 0.2823
25. H 0.4450
26. H 0.2553
27. H 0.3658
28. H 0.3764
29. H 0.0420
30. H 0.3689
31. H 0.2878
32. H 0.3731
33. H 0.3368
34. H 0.2478
35. H 0.3665
36. H 0.2287
37. C -1.3592
38. C -0.4061
39. N 0.1508
40. C -0.7242
41. C -0.9809
42. C -0.5185
43. C -1.0087
44. H 0.3068
45. H 0.4826
46. H 0.2416
47. H 0.4662
48. H 0.2393
49. H 0.3594
50. H 0.4118
51. H 0.2197
52. H 0.4040
53. H 0.2739
54. H 0.1713
55. H 0.3678
56. H 0.2456
57. H 0.3963
58. H 0.2814

# C8H6O2

The molecule C8H6O2 in a non-equilibrium geometry (the ωB97M-V functional and the def2-TZVPD basis, the OMol25 dataset).

Calculated values
Charge = 0
Highest occupied orbital energy = -8.132 eV
Energy above the lowest of the compared OMol25 structures with the same formula, charge and spin = 0.921 eV
DFT total energy = -12487.266 eV
Gap between HOMO and LUMO = 8.91 eV
SMILES = Oc1ccc2ccoc2c1

Geometry (Å):
O: -3.069 -0.722 0.048
C: -1.805 -0.225 -0.026
C: -1.582 1.211 0.038
C: -0.273 1.682 -0.094
C: 0.818 0.795 -0.055
C: 2.286 0.843 0.042
C: 2.719 -0.400 0.113
O: 1.660 -1.316 -0.016
C: 0.553 -0.599 -0.091
C: -0.757 -1.135 -0.071
H: -3.729 0.017 0.371
H: -2.509 1.816 0.219
H: -0.074 2.754 -0.091
H: 3.027 1.685 -0.006
H: 3.738 -0.777 0.262
H: -0.936 -2.230 -0.145

Listed below, in e, are the Mulliken charges computed for each atom:
1. O -0.5491
2. C 0.9327
3. C -0.5063
4. C -0.6429
5. C 0.6651
6. C -0.8074
7. C -0.0777
8. O -0.4105
9. C 0.2921
10. C -0.8299
11. H 0.3274
12. H 0.1778
13. H 0.3635
14. H 0.3145
15. H 0.4057
16. H 0.3448

# C4H6O2

The molecule C4H6O2 (the ωB97M-V functional and the def2-TZVPD basis, the OMol25 dataset).

Calculated values
Charge = 0
Highest occupied orbital energy = -9.873 eV
Energy above the lowest of the compared OMol25 structures with the same formula, charge and spin = 1.008 eV
DFT total energy = -8339.453 eV
Gap between HOMO and LUMO = 10.55 eV
SMILES = CC(=O)CC=O

Geometry (Å):
C: -1.424 0.016 0.766
C: 0.078 0.149 0.737
O: 0.793 -0.337 1.587
C: 0.715 0.708 -0.531
C: 1.116 -0.657 -1.079
O: 0.338 -1.428 -1.584
H: -1.881 0.208 -0.207
H: -1.830 0.723 1.497
H: -1.669 -0.996 1.096
H: 0.018 1.255 -1.173
H: 1.598 1.308 -0.301
H: 2.148 -0.949 -0.809

Listed below, in e, are the Mulliken charges computed for each atom:
1. C -1.0668
2. C 0.6213
3. O -0.5511
4. C -0.4072
5. C 0.0262
6. O -0.4600
7. H 0.3021
8. H 0.3350
9. H 0.2983
10. H 0.3216
11. H 0.2657
12. H 0.3149

# C6H10N2O3

A cluster of 2 separate species, C6H10N2O3 in total in a non-equilibrium geometry (the ωB97M-V functional and the def2-TZVPD basis, the OMol25 dataset).

Calculated values
Charge = 0
Highest occupied orbital energy = -8.229 eV
Energy above the lowest of the compared OMol25 structures with the same formula, charge and spin = 2.285 eV
DFT total energy = -15505.721 eV
Gap between HOMO and LUMO = 8.99 eV
SMILES = CN/C=C\N(C)C=O.O=C=O

Geometry (Å):
C: 1.138 1.984 -0.879
N: 0.789 0.621 -0.649
C: -0.379 0.097 -1.011
C: -1.052 -0.901 -0.441
N: -0.263 -1.787 0.520
C: -1.169 -2.126 1.638
C: 0.844 -2.520 0.300
O: 1.291 -3.192 1.200
H: 1.594 2.459 0.005
H: 1.845 2.060 -1.721
H: 0.291 2.678 -1.096
H: 1.244 0.200 0.132
H: -0.960 0.668 -1.714
H: -1.952 -1.393 -0.963
H: -2.271 -1.724 1.346
H: -1.349 -3.132 1.788
H: -0.763 -1.771 2.538
H: 1.320 -2.275 -0.611
O: 0.308 -5.803 1.095
C: 0.716 -5.416 0.086
O: 1.095 -4.969 -0.903

Listed below, in e, are the Mulliken charges computed for each atom:
1. C -0.9205
2. N -0.1073
3. C -0.1325
4. C -0.4532
5. N 0.0552
6. C -0.9430
7. C 0.0049
8. O -0.6726
9. H 0.3160
10. H 0.2810
11. H 0.3090
12. H 0.2213
13. H 0.3170
14. H 0.2730
15. H 0.3003
16. H 0.3592
17. H 0.2783
18. H 0.5160
19. O -0.3878
20. C 0.8040
21. O -0.4183

M values, unit g mol⁻¹, following the record order: 61.1; 386.5; 345.4; 134.1; 86.1; 158.2.